[1]
# C3H7NO2

A single C3H7NO2 molecule at a distorted geometry (wB97M-V/def2-TZVPD, OMol25).

max |F|: 1.35 eV Å⁻¹
HOMO: -0.3145 hartree
ΔE to the lowest compared entry with this formula, charge and spin: 63.59 kcal per mole

Each line ends with the Mulliken charge.
Atoms and positions in Å:
C1 -1.739976 0.297612 -0.211216  -1.1082
C2 -0.614891 0.002759 0.759644  0.2493
O1 -0.320649 -1.359958 0.857876  -0.5387
C3 1.059027 0.178586 -0.600973  -0.2642
O2 0.560931 0.843348 0.452696  -0.3169
N1 2.376518 0.156191 -0.564202  -0.2052
H1 -1.768298 1.369896 -0.411114  0.3504
H2 -2.686398 -0.016455 0.234960  0.3454
H3 -1.602237 -0.223759 -1.164444  0.2834
H4 -0.822727 0.309055 1.776787  0.3297
H5 -0.196418 -1.705365 -0.043192  0.3985
H6 2.809129 -0.457842 -1.231763  0.2712
H7 2.945990 0.605928 0.144935  0.2054

Atoms 1-3, force components in eV/Å:
-0.1 0.1 0.0
-0.5 0.4 0.4
0.1 0.2 -0.1



[2]
# C3H7NO2

A molecular structure, C3H7NO2 (wB97M-V/def2-TZVPD, OMol25).

max |F|: 0.27 eV Å⁻¹
HOMO: -0.2851 hartree
ΔE to the lowest compared entry with this formula, charge and spin: 85.16 kcal per mole

Each line ends with the Mulliken charge.
Atoms and positions in Å:
C1 2.065933 0.145452 -0.129747  -0.8197
N1 0.650079 0.256197 -0.421726  -0.2240
C2 -0.308615 -0.001364 0.455733  0.7884
O1 -0.081164 -0.222670 1.712256  -0.5945
C3 -1.708597 -0.238646 0.216407  -0.7467
O2 -2.065916 -0.592389 -1.101747  -0.4990
H1 2.527562 1.131064 -0.012455  0.2714
H2 2.175317 -0.404566 0.807229  0.2925
H3 2.575366 -0.394668 -0.933111  0.3053
H4 0.336926 0.382875 -1.373816  0.2548
H5 -2.312252 0.568822 0.644320  0.2086
H6 -1.198211 -0.713218 1.590512  0.4434
H7 -2.656424 0.083107 -1.453860  0.3195

Atoms 1-3, force components in eV/Å:
0.2 0.0 0.1
-0.2 0.0 0.1
0.0 0.0 -0.2



Question: ΔE to the lowest compared entry with this formula, charge and spin of number 1 (C3H7NO2)?
Answer: 63.59 kcal per mole